Entry from OMol25: C44H46F4GeN4SbY as an isolated structure in a non-equilibrium geometry (ωB97M-V/def2-TZVPD).

Structure (XYZ):
```
101
Properties=species:S:1:pos:R:3:forces:R:3
Y -0.073 -0.346 -0.486 -2.59 -0.88 -0.86
C 0.165 -0.233 2.656 -0.04 -1.11 0.48
N 0.053 -1.330 1.707 -0.43 0.18 1.87
C -1.341 -1.730 1.539 -0.21 2.20 4.25
C 0.905 -2.452 2.105 0.36 0.22 -0.42
C 1.171 -3.274 0.850 -0.34 -0.11 -0.41
N 1.178 -2.327 -0.264 4.45 0.49 1.18
C 2.403 -2.058 -0.790 -0.45 -0.36 0.26
C 2.855 -0.724 -0.930 2.39 -0.74 -1.26
F 2.103 0.322 -0.532 0.64 0.39 0.55
C 4.107 -0.427 -1.481 -0.82 -0.70 0.10
F 4.511 0.849 -1.588 -0.06 0.20 0.12
C 4.952 -1.430 -1.928 0.09 0.11 0.01
C 4.523 -2.743 -1.828 -1.12 0.36 0.61
F 5.328 -3.721 -2.273 0.08 -0.26 -0.07
C 3.275 -3.056 -1.280 1.42 0.33 -0.55
F 2.921 -4.354 -1.248 -0.14 0.06 0.19
H -0.159 -0.522 3.662 -0.05 -0.03 0.24
H -0.439 0.623 2.333 -0.32 -1.79 0.86
H 1.199 0.126 2.716 -0.43 -0.61 -0.20
H -1.776 -2.098 2.476 -0.10 -0.08 0.92
H -1.462 -2.509 0.781 0.13 -1.19 0.37
H -1.943 -0.879 1.198 0.04 -0.01 0.10
H 0.473 -3.061 2.908 -0.27 0.09 0.12
H 1.871 -2.078 2.469 -0.22 0.25 -0.04
H 0.363 -4.005 0.715 0.18 0.22 -0.03
H 2.083 -3.864 0.999 0.08 0.17 -0.26
H 5.917 -1.193 -2.353 -0.05 0.02 -0.02
C -0.073 -5.022 -4.070 0.75 -0.31 -0.70
C -0.073 -3.996 -5.013 -0.06 0.22 0.66
C -0.073 -2.661 -4.596 -0.09 0.03 -0.67
C -0.073 -2.330 -3.232 0.02 0.04 0.43
C -0.073 -3.378 -2.301 1.68 -1.65 -2.45
C -0.073 -4.714 -2.712 3.99 1.83 -1.32
N -0.073 -1.015 -2.718 0.52 -3.37 2.05
N -0.073 -0.127 -3.597 -0.07 4.47 -2.82
C -0.073 1.215 -3.128 0.11 0.05 -0.93
C -0.073 2.218 -4.109 -0.02 0.50 -0.39
C -0.073 3.575 -3.766 0.00 -0.64 0.05
C -0.074 3.956 -2.427 -0.15 0.76 0.12
C -0.074 2.983 -1.432 -1.02 -1.51 -3.41
C -0.073 1.633 -1.783 0.29 -0.32 0.96
H -0.073 -6.060 -4.394 -0.05 0.01 -0.01
H -0.073 -4.232 -6.074 0.00 0.03 0.07
H -0.073 -1.879 -5.350 0.01 0.01 0.27
H -0.073 -3.147 -1.238 2.36 -4.77 -6.19
H -0.073 -5.510 -1.972 1.39 0.04 0.02
H -0.073 1.935 -5.159 0.00 -0.03 0.04
H -0.073 4.330 -4.548 0.02 -0.05 0.05
H -0.074 5.010 -2.159 0.00 -0.08 -0.25
H -0.074 3.264 -0.383 -1.09 0.29 -3.49
C -4.334 -3.530 -0.138 -0.75 -0.04 0.25
Ge -2.480 -4.009 -0.475 0.62 1.53 -1.19
C -2.345 -4.898 -2.198 -2.66 -1.01 0.28
C -1.858 -5.209 0.922 -0.05 -0.88 0.65
C -1.385 -2.402 -0.486 -2.11 -0.96 -3.06
H -4.956 -4.449 -0.132 0.11 0.50 0.06
H -4.689 -2.847 -0.935 0.22 -0.36 0.50
H -4.411 -3.024 0.846 -0.10 -0.20 -0.52
H -2.970 -5.815 -2.189 -0.06 0.19 -0.13
H -1.287 -5.173 -2.389 -4.50 -0.55 0.63
H -2.701 -4.214 -2.995 0.33 -0.40 0.35
H -2.483 -6.125 0.926 0.38 0.29 0.20
H -1.936 -4.702 1.906 0.13 -0.36 -0.42
H -0.800 -5.483 0.729 -0.68 -0.02 0.20
H -0.328 -2.679 -0.679 -4.24 4.06 6.29
C 2.301 6.312 -0.449 -0.06 -0.30 0.10
C 0.917 6.357 -0.262 0.20 -0.65 0.32
C 0.234 5.226 0.196 1.05 1.07 0.50
C 0.934 4.043 0.475 1.46 1.64 2.29
C 2.321 4.002 0.278 -0.18 0.67 0.08
C 3.003 5.133 -0.181 -0.62 0.01 -0.07
Sb -0.073 2.269 1.182 0.41 0.26 0.75
C -1.999 3.131 1.604 -0.10 0.17 0.19
C -3.132 2.540 1.031 -0.23 0.49 0.29
C -4.401 3.078 1.263 0.40 0.45 0.37
C -4.542 4.210 2.071 0.44 -0.26 -0.12
C -3.413 4.803 2.646 0.07 -0.37 -0.25
C -2.143 4.266 2.412 -0.59 -0.18 -0.16
C 0.811 2.237 3.148 -0.06 1.51 0.83
C 2.178 1.954 3.258 -0.13 0.64 0.94
C 2.795 1.922 4.513 -0.44 0.06 -0.22
C 2.045 2.168 5.665 -0.34 0.03 -0.30
C 0.678 2.442 5.563 0.37 -0.17 -0.31
C 0.060 2.474 4.307 1.02 -0.10 0.20
H 2.829 7.187 -0.805 0.03 0.03 -0.02
H 0.373 7.268 -0.475 -0.06 0.04 -0.02
H -0.835 5.280 0.324 -0.16 -0.08 -0.01
H 2.874 3.095 0.476 0.07 -0.10 0.02
H 4.074 5.096 -0.330 0.04 -0.03 -0.03
H -3.028 1.666 0.400 0.25 -0.25 -0.18
H -5.274 2.620 0.815 0.02 -0.03 -0.03
H -5.524 4.627 2.250 -0.05 0.04 0.03
H -3.523 5.680 3.270 0.01 0.06 0.04
H -1.273 4.733 2.854 0.08 0.07 0.03
H 2.768 1.756 2.374 0.08 -0.03 -0.15
H 3.852 1.704 4.590 0.04 -0.01 0.00
H 2.522 2.142 6.636 0.01 0.00 0.04
H 0.097 2.628 6.456 -0.03 0.00 0.06
H -0.998 2.678 4.248 -0.16 0.03 -0.07
H -2.026 0.277 -0.486 -0.32 0.54 0.54
```
Forces are in eV/Å.

Computed properties:
Lowest unoccupied orbital energy (alpha / beta) (eV): 4.058 / 4.079
E (eV): -127282.4402
Total charge: -2
Kohn-Sham gap (alpha / beta) (hartree): 0.13000 / 0.11163
HOMO (alpha / beta) (eV): 0.5 / 1.0